Record 1
A structure of composition C52H85N9O3Ti. Source: the OMol25 dataset; level of theory: ωB97M-V with the def2-TZVPD basis set.

Each line ends with the Löwdin charge.
Element x y z (Å)
Ti1 -0.3530 -0.3139 0.4695  1.24
C1 -3.0126 -1.8407 1.4607  -0.02
N1 -1.5427 -1.9533 1.5993  -0.27
C2 -1.2213 -1.9728 3.0500  -0.05
C3 -1.0699 -3.2642 1.0809  -0.15
C4 -1.2422 -3.3960 -0.4176  -0.11
N2 -0.9258 -2.1260 -1.1065  -0.16
C5 0.3199 -2.1759 -1.9251  -0.09
C6 1.4955 -2.8027 -1.2518  -0.15
C7 2.2302 -3.7558 -1.9327  0.04
C8 3.3692 -4.3016 -1.3617  -0.14
C9 3.6780 -3.8769 -0.0747  0.03
C10 2.9430 -2.9648 0.6848  -0.04
C11 1.8351 -2.3805 0.0298  -0.18
O1 0.9936 -1.4051 0.5352  -0.22
C12 3.4727 -2.7239 2.1171  -0.50
C13 4.5738 -1.6515 2.0824  -0.02
C14 4.0946 -4.0096 2.6991  -0.05
C15 2.3721 -2.3094 3.0909  -0.04
C16 4.2604 -5.3160 -2.0704  -0.55
C17 5.6368 -4.6743 -2.3148  -0.03
C18 4.4243 -6.5664 -1.1916  -0.04
C19 3.6753 -5.7451 -3.4176  -0.06
C20 -2.0303 -1.8214 -2.0352  -0.12
C21 -1.8614 -0.5457 -2.7951  -0.16
C22 -1.8307 -0.5196 -4.1732  0.03
C23 -1.8113 0.7013 -4.8421  -0.14
C24 -2.0917 1.8189 -4.0637  0.03
C25 -2.2095 1.8191 -2.6680  -0.09
C26 -1.8291 0.6175 -2.0325  -0.21
O2 -1.4714 0.4424 -0.6969  -0.21
C27 -3.0254 2.9548 -2.0136  -0.52
C28 -4.3532 2.2892 -1.5923  -0.02
C29 -2.3959 3.5641 -0.7700  -0.04
C30 -3.3471 4.0903 -2.9866  -0.05
C31 -1.5531 0.7680 -6.3433  -0.56
C32 -0.1728 0.1405 -6.6173  -0.04
C33 -2.6311 -0.0184 -7.1016  -0.04
C34 -1.5342 2.2091 -6.8575  -0.06
H1 -3.4879 -2.7577 1.8160  0.11
H2 -3.3014 -1.6652 0.4308  0.08
H3 -3.3727 -1.0135 2.0691  0.09
H4 -1.7068 -2.8357 3.5137  0.12
H5 -1.5820 -1.0678 3.5193  0.06
H6 -0.1498 -2.0602 3.1877  0.07
H7 -1.6207 -4.0627 1.5838  0.14
H8 -0.0249 -3.3690 1.3499  0.11
H9 -2.2692 -3.6699 -0.6502  0.13
H10 -0.6002 -4.2033 -0.7702  0.15
H11 0.5527 -1.1443 -2.2063  0.14
H12 0.1232 -2.7174 -2.8522  0.14
H13 1.9032 -4.0506 -2.9236  0.12
H14 4.5611 -4.2979 0.3843  0.10
H15 5.2980 -1.8652 1.2931  0.10
H16 5.1057 -1.6375 3.0376  0.10
H17 4.1622 -0.6567 1.9064  0.04
H18 5.0939 -4.2074 2.3093  0.09
H19 3.4667 -4.8836 2.5136  0.10
H20 4.1974 -3.8874 3.7788  0.09
H21 1.8028 -1.4706 2.7151  0.04
H22 2.8175 -2.0262 4.0478  0.10
H23 1.7014 -3.1547 3.2770  0.10
H24 6.0911 -4.3303 -1.3827  0.08
H25 5.5475 -3.8159 -2.9857  0.09
H26 6.3110 -5.4003 -2.7736  0.09
H27 4.9457 -6.3473 -0.2577  0.08
H28 5.0053 -7.3189 -1.7281  0.09
H29 3.4506 -6.9986 -0.9469  0.09
H30 3.5767 -4.8999 -4.1036  0.09
H31 2.6979 -6.2209 -3.2965  0.09
H32 4.3418 -6.4709 -3.8843  0.09
H33 -2.9455 -1.7464 -1.4519  0.12
H34 -2.1559 -2.6509 -2.7358  0.14
H35 -1.8442 -1.4597 -4.7163  0.13
H36 -2.2723 2.7544 -4.5730  0.09
H37 -4.1763 1.5401 -0.8131  0.08
H38 -4.8289 1.7943 -2.4421  0.10
H39 -5.0441 3.0409 -1.2013  0.09
H40 -2.0817 2.7767 -0.0998  0.04
H41 -3.1276 4.2015 -0.2641  0.10
H42 -1.5288 4.1845 -1.0183  0.09
H43 -3.9482 3.7551 -3.8339  0.09
H44 -2.4405 4.5725 -3.3628  0.09
H45 -3.9261 4.8478 -2.4538  0.10
H46 -0.1468 -0.9127 -6.3274  0.08
H47 0.6067 0.6701 -6.0615  0.09
H48 0.0626 0.2040 -7.6826  0.09
H49 -2.6320 -1.0753 -6.8253  0.08
H50 -2.4467 0.0457 -8.1766  0.09
H51 -3.6246 0.3895 -6.9015  0.09
H52 -0.7867 2.8104 -6.3326  0.09
H53 -2.5104 2.6906 -6.7556  0.09
H54 -1.2778 2.2088 -7.9186  0.09
O3 0.5148 0.2969 2.7210  -0.16
C35 1.6129 1.0730 3.1850  -0.14
C36 2.6975 1.2905 2.1677  -0.28
C37 3.8284 2.0005 2.5544  -0.01
C38 4.8853 2.0987 1.6686  -0.04
C39 4.7895 1.4633 0.4361  -0.05
C40 3.6131 0.8090 0.1341  -0.14
N3 2.5718 0.7474 0.9692  0.10
H55 -0.2343 0.4762 3.3235  0.06
H56 2.0652 0.5454 4.0278  0.14
H57 1.2622 2.0391 3.5572  0.12
H58 3.8839 2.4572 3.5373  0.13
H59 5.7803 2.6431 1.9433  0.12
H60 5.6119 1.4829 -0.2677  0.12
H61 3.4906 0.3062 -0.8210  0.12
C41 -2.2809 0.0378 6.3051  -0.03
N4 -3.3001 0.8190 5.6460  -0.10
C42 -4.6450 0.8874 6.1922  -0.11
C43 -5.3538 1.8049 5.1982  -0.11
N5 -4.4612 1.8148 4.0286  -0.07
C44 -4.5845 2.9537 3.1217  -0.03
C45 -3.2505 1.2440 4.3570  -0.35
N6 -2.1832 1.0800 3.6367  0.06
C46 -2.1316 1.4244 2.2589  -0.25
C47 -1.1772 2.6026 2.0452  -0.23
N7 -0.2278 2.3344 0.9814  0.04
C48 0.4996 3.3406 0.5741  -0.35
N8 0.7007 4.5543 1.1883  -0.06
C49 0.4973 4.9291 2.5824  -0.03
C50 1.6676 5.3727 0.4578  -0.11
C51 1.7473 4.6850 -0.8881  -0.11
N9 1.2069 3.3585 -0.6107  -0.08
C52 0.8191 2.6292 -1.7932  -0.02
H62 -1.3091 0.2597 5.8687  0.08
H63 -2.4726 -1.0390 6.2293  0.09
H64 -2.2587 0.3053 7.3614  0.10
H65 -4.6322 1.2886 7.2036  0.13
H66 -5.1020 -0.1062 6.2277  0.13
H67 -5.4668 2.8148 5.5988  0.13
H68 -6.3379 1.4354 4.9214  0.13
H69 -5.4841 3.5022 3.3892  0.10
H70 -4.6954 2.6534 2.0807  0.08
H71 -3.7305 3.6325 3.2087  0.10
H72 -3.0927 1.6050 1.7857  0.10
H73 -1.7042 0.5681 1.6680  0.04
H74 -0.6993 2.7927 3.0064  0.09
H75 -1.7778 3.4842 1.8048  0.10
H76 1.1066 4.3376 3.2722  0.09
H77 -0.5413 4.8756 2.8843  0.08
H78 0.8082 5.9664 2.6835  0.10
H79 2.6340 5.3744 0.9712  0.13
H80 1.3164 6.3998 0.3827  0.13
H81 2.7661 4.6113 -1.2673  0.13
H82 1.1350 5.1978 -1.6387  0.13
H83 -0.0119 3.1092 -2.3116  0.09
H84 0.5407 1.6168 -1.5490  0.06
H85 1.6727 2.5938 -2.4697  0.11

As for the HOMO energy: -12.7 eV. Its net charge is +2. The LUMO energy comes out at -0.220 Eh. As for the HOMO-LUMO gap: 6.742 eV. As for the spin multiplicity: 1.

***

Record 2
The ion C8H8IN2 with charge +1. Source: the OMol25 dataset; level of theory: ωB97M-V with the def2-TZVPD basis set.

Each line ends with the Löwdin charge.
Element x y z (Å)
I1 0.5349 2.2140 2.5146  0.85
C1 1.1739 1.3120 0.6146  -0.61
N1 2.2279 0.3843 0.9150  0.02
C2 1.9130 -0.9160 1.1826  0.00
N2 0.8633 -1.5119 0.5831  0.14
C3 -0.1210 -0.8091 -0.0880  -0.21
C4 -1.2163 -1.4698 -0.6291  0.02
C5 -2.2349 -0.6382 -1.1966  -0.03
C6 -2.0740 0.7395 -1.3512  -0.05
C7 -0.9146 1.3414 -0.9282  -0.03
C8 -0.0407 0.6075 -0.1555  -0.16
H1 1.5810 1.9959 0.0010  0.05
H2 2.9634 0.9856 1.2048  0.14
H3 2.6333 -1.5485 1.7525  0.18
H4 0.7151 -2.4905 0.8005  0.18
H5 -1.1530 -2.5767 -0.5691  0.13
H6 -3.2029 -1.1333 -1.6222  0.15
H7 -2.8367 1.0792 -1.9183  0.08
H8 -0.8116 2.4346 -1.1105  0.15

Its SMILES is I[C@H]1[NH+]=CNc2ccccc21. As for the HOMO energy: -12.9 eV. Its net charge is +1. The LUMO energy comes out at -0.168 Eh. As for the HOMO-LUMO gap: 8.284 eV. As for the spin multiplicity: 1. The value obtained for the energy above the lowest of the compared OMol25 structures with the same formula, charge and spin is 0.054 eV.

***

Record 3
A cluster of 12 separate species, C30H78N6O12S6 in total. Source: the OMol25 dataset; level of theory: ωB97M-V with the def2-TZVPD basis set.

Each line ends with the Löwdin charge.
Element x y z (Å)
C1 -4.0194 -21.0057 15.1966  0.02
C2 -5.2508 -21.4987 15.9502  -0.53
O1 -6.2732 -21.8436 15.3950  0.03
N1 -5.0761 -21.5613 17.3109  0.00
C3 -6.2320 -21.7320 18.1830  -0.07
H1 -3.2212 -21.2044 15.9153  0.07
H2 -4.1520 -19.9389 15.0165  0.08
H3 -3.7708 -21.4932 14.2600  0.07
H4 -4.1966 -21.3295 17.7286  0.12
H5 -5.8717 -22.1744 19.1143  0.08
H6 -6.9596 -22.4268 17.7781  0.08
H7 -6.6226 -20.7440 18.4300  0.08
C4 -3.6883 -21.1955 11.0936  0.00
C5 -4.3865 -20.4777 9.9616  -0.53
O2 -5.4045 -19.8118 10.0626  0.04
N2 -3.7278 -20.5944 8.7867  0.01
C6 -4.1184 -19.8936 7.5800  -0.06
H8 -4.0507 -22.2242 11.1378  0.09
H9 -3.7705 -20.8061 12.1069  0.04
H10 -2.5971 -21.1448 11.0356  0.08
H11 -2.7477 -20.8625 8.7394  0.08
H12 -3.3600 -19.8046 6.8059  0.08
H13 -4.5474 -18.9308 7.8592  0.06
H14 -4.9555 -20.3832 7.0724  0.04
C7 -8.8992 -19.2503 16.1071  -0.01
C8 -8.1264 -18.5893 14.9424  -0.56
O3 -8.0151 -17.3742 14.9776  0.02
N3 -7.7406 -19.3985 13.9453  0.03
C9 -7.0638 -18.8158 12.7906  -0.06
H15 -9.9490 -19.0929 15.8517  0.08
H16 -8.7087 -18.7347 17.0448  0.07
H17 -8.7333 -20.3166 16.2692  0.06
H18 -7.9575 -20.3750 14.0318  0.12
H19 -7.7730 -18.5188 12.0132  0.08
H20 -6.2711 -19.4412 12.3914  0.06
H21 -6.6699 -17.8495 13.1036  0.08
C10 -3.0792 -21.5596 3.7644  0.00
C11 -3.8556 -22.8143 3.4723  -0.56
O4 -5.0769 -22.8357 3.5742  0.03
N4 -3.1414 -23.8600 3.0436  0.00
C12 -3.5896 -25.2041 2.6796  -0.05
H22 -2.7147 -21.6731 4.7896  0.08
H23 -3.7956 -20.7397 3.7432  0.08
H24 -2.2759 -21.2905 3.0829  0.07
H25 -2.1448 -23.7616 2.9403  0.13
H26 -4.1773 -25.1690 1.7618  0.09
H27 -4.3696 -25.4440 3.4116  0.08
H28 -2.8115 -25.9523 2.7468  0.08
C13 -1.3650 -15.1359 6.0131  0.01
C14 -2.4543 -15.4960 7.0392  -0.54
O5 -2.1909 -15.5714 8.2316  0.02
N5 -3.6802 -15.7332 6.5287  0.01
C15 -4.7857 -16.1431 7.3459  -0.07
H29 -0.5341 -15.8090 6.1994  0.07
H30 -1.1031 -14.1127 6.2818  0.08
H31 -1.7780 -15.1579 5.0080  0.06
H32 -3.6346 -15.9689 5.5490  0.09
H33 -4.6012 -16.9030 8.1077  0.05
H34 -5.6702 -16.4548 6.7961  0.07
H35 -5.0519 -15.2916 7.9813  0.09
C16 -3.3291 -17.8699 2.2247  0.02
C17 -2.5480 -18.0642 3.5288  -0.53
O6 -3.0845 -17.7232 4.5853  0.01
N6 -1.4206 -18.7803 3.5831  0.01
C18 -0.6664 -19.0800 4.7831  -0.06
H36 -3.3102 -16.7982 2.0377  0.09
H37 -4.3082 -18.2921 2.4161  0.08
H38 -2.7960 -18.3490 1.4027  0.08
H39 -1.0052 -19.2495 2.7965  0.13
H40 -1.1374 -19.7578 5.5011  0.07
H41 -0.4832 -18.1527 5.3265  0.08
H42 0.2737 -19.5624 4.5224  0.09
C19 -8.7629 -21.1508 9.6852  -0.29
S1 -10.1019 -21.9065 10.5832  0.82
O7 -11.3267 -22.0439 9.6694  -0.57
C20 -9.3292 -23.4896 10.9897  -0.27
H43 -8.2399 -21.7106 8.9040  0.03
H44 -7.9629 -20.8082 10.3480  0.04
H45 -9.0870 -20.2631 9.1437  0.03
H46 -8.8473 -23.8834 10.0887  0.04
H47 -10.1006 -24.1594 11.3635  0.05
H48 -8.4985 -23.5363 11.6969  0.06
C21 0.5914 -23.4662 8.0283  -0.24
S2 -1.1851 -23.7934 8.3325  0.85
O8 -1.8311 -22.4522 8.4140  -0.54
C22 -1.5499 -24.6012 6.7305  -0.23
H49 1.2265 -24.2975 7.7217  0.06
H50 0.9098 -23.1402 9.0188  0.03
H51 0.7611 -22.6711 7.3014  0.05
H52 -0.9149 -25.4729 6.6045  0.06
H53 -1.3813 -23.8393 5.9670  0.04
H54 -2.6161 -24.8244 6.7407  0.04
C23 -5.6502 -22.8650 6.8903  -0.29
S3 -6.0616 -24.6102 6.8751  0.82
O9 -5.9261 -25.0310 8.3275  -0.58
C24 -7.8568 -24.3210 6.5511  -0.23
H55 -4.6365 -22.7053 7.2629  0.04
H56 -6.2431 -22.3382 7.6435  0.06
H57 -5.8449 -22.4520 5.9014  0.03
H58 -7.9349 -23.5991 5.7310  0.05
H59 -8.3264 -23.8893 7.4307  0.04
H60 -8.3631 -25.1727 6.0998  0.05
C25 -3.7991 -17.0044 10.7753  -0.26
S4 -2.8839 -17.3276 12.3131  0.86
O10 -3.3487 -18.6676 12.7929  -0.57
C26 -1.2830 -17.7036 11.4950  -0.24
H61 -4.8725 -16.9622 10.9644  0.06
H62 -3.6690 -17.8878 10.1500  0.03
H63 -3.5280 -16.1387 10.1703  0.03
H64 -1.3915 -18.6262 10.9252  0.04
H65 -0.5139 -17.7656 12.2607  0.04
H66 -1.0139 -16.9294 10.7722  0.05
C27 -6.8831 -19.4652 4.8216  -0.23
S5 -7.9998 -18.6650 6.0621  0.83
O11 -8.3789 -19.7575 7.0182  -0.54
C28 -9.3606 -18.2732 4.9487  -0.27
H67 -6.6034 -18.6981 4.0962  0.04
H68 -7.2538 -20.3452 4.3016  0.06
H69 -6.0160 -19.6524 5.4510  0.01
H70 -9.6678 -19.2442 4.5559  0.05
H71 -9.1206 -17.6292 4.1018  0.05
H72 -10.1736 -17.7681 5.4671  0.05
C29 -1.9813 -24.6244 11.6653  -0.28
S6 -0.9936 -24.1135 13.1096  0.82
O12 -1.2958 -25.0620 14.2133  -0.55
C30 0.5968 -24.5876 12.3478  -0.26
H73 -2.0212 -23.8137 10.9312  -0.01
H74 -3.0443 -24.8217 11.8111  0.06
H75 -1.6133 -25.4907 11.1117  0.05
H76 0.5886 -25.6791 12.2746  0.06
H77 1.4796 -24.3593 12.9429  0.05
H78 0.7296 -24.1890 11.3421  0.03

As for the HOMO energy: -7.8 eV. Its net charge is 0. The LUMO energy comes out at -0.018 Eh. As for the HOMO-LUMO gap: 7.308 eV. As for the spin multiplicity: 1. The value obtained for the energy above the lowest of the compared OMol25 structures with the same formula, charge and spin is 2.076 eV.

***

no.,E (eV),largest force on an atom (eV/A)
1,-97962.220,1.51
2,-19499.226,4.90
3,-130893.207,2.70